DFT (wB97M-V/def2-TZVPD) results for an isolated molecule of C5H10O2 at a distorted geometry.

```
17
C5H10O2 wB97M-V/def2-TZVPD
C 1.03 -0.80 0.65
C -0.16 -1.26 -0.41
C 0.19 -0.90 -1.85
C -0.14 1.09 1.02
C -0.76 2.03 0.28
O 1.08 0.60 0.56
O -0.43 0.90 2.35
H -0.92 1.68 2.67
H 0.73 -1.17 1.63
H 2.00 -1.22 0.36
H -0.18 -2.35 -0.31
H -1.20 -0.98 -0.20
H -0.91 1.91 -0.79
H -1.20 2.92 0.70
H 1.26 -1.06 -2.05
H -0.02 0.15 -2.06
H -0.36 -1.53 -2.56
```

The lowest unoccupied orbital energy is 0.8 eV. The value obtained for the total energy is -9439.8811 eV. As for the energy above the lowest of the compared OMol25 structures with the same formula, charge and spin: 72.9 kcal per mole. The structure (SMILES) is C=C(O)OCCC. The value obtained for the frontier orbital gap is 9.39 eV. As for the multiplicity: 1. The molar mass is 102.13 g/mol.

---

DFT (wB97M-V/def2-TZVPD) results for a structure of composition C16H46N4O6Zn at a distorted geometry.

```
73
C16H46N4O6Zn wB97M-V/def2-TZVPD
Zn -0.86 -0.18 0.51
O -1.14 1.74 0.26
H -1.62 2.59 0.36
O -1.79 -0.95 -1.04
H -2.06 -1.12 -1.96
C 0.01 2.45 -4.51
C 0.18 2.83 -3.11
C -0.52 4.12 -2.66
O -0.22 5.20 -3.54
C -0.44 6.51 -2.92
N -0.18 1.65 -2.34
H 0.32 1.43 -4.75
H 0.45 3.18 -5.18
H -1.03 2.44 -4.84
H 1.25 2.90 -2.94
H -0.27 4.28 -1.61
H -1.58 3.88 -2.69
H -0.04 7.30 -3.56
H 0.21 6.56 -2.04
H -1.48 6.72 -2.70
H -1.13 1.34 -2.46
H -0.23 1.95 -1.38
C 3.02 -1.29 0.18
C 2.38 0.04 -0.23
C 3.04 0.57 -1.58
O 4.45 0.71 -1.51
C 4.82 1.66 -0.64
N 0.98 -0.30 -0.60
H 2.92 -2.15 -0.48
H 2.68 -1.53 1.19
H 4.10 -1.16 0.21
H 2.43 0.72 0.61
H 2.66 1.56 -1.81
H 2.76 -0.05 -2.43
H 4.40 2.65 -0.83
H 5.91 1.75 -0.56
H 4.59 1.32 0.37
H 0.70 0.45 -1.21
H 1.02 -1.08 -1.24
C 0.72 -3.45 2.48
C 0.08 -3.54 1.10
C -0.65 -4.89 0.73
O -1.13 -4.66 -0.63
C -1.69 -5.85 -1.19
N -0.78 -2.41 1.14
H -0.06 -3.48 3.23
H 1.35 -2.57 2.64
H 1.44 -4.26 2.62
H 0.85 -3.25 0.38
H -1.53 -5.00 1.36
H 0.13 -5.64 0.79
H -2.32 -6.29 -0.41
H -1.07 -6.68 -1.55
H -2.40 -5.53 -1.94
H -1.47 -2.81 1.76
H -1.25 -2.47 0.25
C -0.47 0.43 4.79
C -0.95 -0.14 3.45
C -2.43 0.10 3.12
O -2.82 -0.48 1.90
C -4.21 -0.22 1.63
N -0.07 0.31 2.36
H -1.03 0.11 5.67
H -0.32 1.51 4.80
H 0.56 0.17 5.01
H -0.90 -1.23 3.51
H -2.56 1.19 3.14
H -2.97 -0.34 3.96
H -4.38 -0.85 0.76
H -4.37 0.80 1.29
H -4.76 -0.65 2.47
H -0.05 1.32 2.35
H 0.87 0.09 2.66
```

The lowest unoccupied orbital energy is 0.4 eV. The value obtained for the total energy is -83998.5891 eV. As for the energy above the lowest of the compared OMol25 structures with the same formula, charge and spin: 24.7 kcal per mole. The value obtained for the frontier orbital gap is 8.18 eV. As for the multiplicity: 1. The molar mass is 455.96 g/mol.

---

DFT (wB97M-V/def2-TZVPD) results for a cluster of 10 separate species, C30H70N10O10 in total at a distorted geometry.

```
120
C30H70N10O10 wB97M-V/def2-TZVPD
C 19.43 -19.32 3.88
C 19.24 -20.32 2.76
O 18.19 -20.93 2.62
N 20.06 -20.32 1.74
C 19.89 -20.83 0.43
H 20.50 -19.16 4.06
H 19.00 -19.70 4.81
H 19.01 -18.37 3.55
H 20.78 -19.66 2.00
H 18.93 -20.54 0.00
H 19.92 -21.92 0.40
H 20.74 -20.44 -0.12
C 24.68 -5.92 -5.80
C 24.86 -7.41 -5.51
O 25.93 -7.91 -5.88
N 23.86 -8.12 -5.03
C 23.88 -9.54 -4.79
H 24.49 -5.71 -6.85
H 25.54 -5.39 -5.40
H 23.88 -5.52 -5.17
H 22.94 -7.71 -5.00
H 24.36 -10.03 -5.64
H 22.91 -10.03 -4.87
H 24.38 -9.66 -3.83
C 20.74 -14.89 -4.49
C 20.73 -16.22 -5.26
O 21.43 -16.43 -6.26
N 19.88 -17.15 -4.87
C 19.64 -18.46 -5.27
H 20.09 -14.09 -4.87
H 21.74 -14.46 -4.52
H 20.50 -15.09 -3.44
H 19.50 -16.88 -3.98
H 18.67 -18.73 -5.70
H 19.83 -19.26 -4.55
H 20.25 -18.62 -6.16
C 19.10 -14.27 0.96
C 18.00 -15.28 0.71
O 18.20 -16.06 -0.22
N 16.92 -15.22 1.57
C 15.81 -16.12 1.45
H 19.88 -14.60 1.65
H 18.77 -13.36 1.46
H 19.53 -13.85 0.05
H 16.63 -14.35 1.99
H 15.97 -17.11 1.02
H 15.07 -15.58 0.86
H 15.19 -16.29 2.33
C 22.44 -24.45 -8.12
C 22.63 -23.03 -7.68
O 22.26 -22.68 -6.64
N 23.30 -22.14 -8.55
C 23.44 -20.72 -8.34
H 21.77 -25.06 -7.50
H 23.37 -25.01 -8.25
H 22.02 -24.54 -9.12
H 23.87 -22.48 -9.31
H 23.25 -20.10 -9.22
H 24.51 -20.66 -8.11
H 23.02 -20.43 -7.38
C 18.11 -22.73 -9.81
C 18.40 -23.10 -11.29
O 17.90 -22.43 -12.20
N 19.19 -24.17 -11.56
C 19.30 -24.70 -12.91
H 17.40 -21.91 -9.78
H 19.01 -22.23 -9.45
H 18.00 -23.56 -9.10
H 19.53 -24.78 -10.83
H 18.84 -24.20 -13.76
H 18.85 -25.69 -12.89
H 20.38 -24.84 -12.98
C 18.98 -8.96 1.41
C 19.78 -9.32 0.17
O 20.95 -9.08 0.11
N 19.33 -9.89 -0.97
C 17.91 -10.29 -1.11
H 18.16 -8.40 0.96
H 19.55 -8.26 2.02
H 18.73 -9.89 1.92
H 20.01 -10.09 -1.69
H 17.42 -9.37 -1.44
H 17.52 -10.68 -0.17
H 17.84 -11.13 -1.80
C 17.83 -8.03 -5.60
C 18.46 -6.73 -5.04
O 19.73 -6.70 -4.78
N 17.68 -5.66 -5.11
C 18.15 -4.39 -4.80
H 17.51 -7.86 -6.62
H 16.86 -8.30 -5.17
H 18.58 -8.82 -5.58
H 16.69 -5.84 -5.19
H 17.27 -3.80 -4.55
H 18.59 -4.04 -5.73
H 18.85 -4.30 -3.96
C 15.84 -13.76 -8.37
C 17.23 -13.10 -8.04
O 17.37 -12.45 -7.03
N 18.26 -13.35 -8.84
C 19.57 -12.93 -8.65
H 15.52 -13.95 -9.40
H 15.30 -12.99 -7.81
H 15.68 -14.71 -7.87
H 18.12 -13.92 -9.66
H 20.20 -13.20 -9.50
H 20.12 -13.33 -7.79
H 19.57 -11.84 -8.61
C 26.62 -17.06 -5.07
C 27.92 -17.83 -5.25
O 28.12 -19.02 -5.10
N 28.95 -16.95 -5.60
C 30.40 -17.34 -5.77
H 26.03 -17.98 -5.14
H 26.37 -16.39 -5.89
H 26.46 -16.43 -4.20
H 28.69 -16.00 -5.81
H 30.54 -18.29 -6.29
H 31.23 -17.27 -5.07
H 30.85 -16.61 -6.46
```

The lowest unoccupied orbital energy is 0.2 eV. The value obtained for the total energy is -67619.8956 eV. As for the energy above the lowest of the compared OMol25 structures with the same formula, charge and spin: 180.0 kcal per mole. The structure (SMILES) is CNC(C)=O.CNC(C)=O.CNC(C)=O.CNC(C)=O.CNC(C)=O.CNC(C)=O.CNC(C)=O.CNC(C)=O.CNC(C)=O.CNC(C)=O. The value obtained for the frontier orbital gap is 9.15 eV. As for the multiplicity: 1. The molar mass is 730.95 g/mol.

---

DFT (wB97M-V/def2-TZVPD) results for an isolated molecule of C23H22N2O3.

```
50
C23H22N2O3 wB97M-V/def2-TZVPD
C -3.00 -0.18 4.94
O -2.37 -0.27 3.65
C -1.11 0.20 3.61
O -0.54 0.64 4.57
C -0.52 0.13 2.22
C 0.93 -0.33 2.26
N 1.37 -0.58 0.90
C 2.77 -0.93 0.77
C 3.19 -0.98 -0.69
C 4.54 -1.04 -1.00
C 4.96 -1.07 -2.32
O 6.30 -1.14 -2.55
C 4.03 -1.02 -3.35
C 2.68 -0.96 -3.03
C 1.70 -0.88 -4.09
N 0.93 -0.80 -4.94
C 2.25 -0.95 -1.71
C -0.69 1.51 1.51
C -1.06 1.41 0.05
C -0.17 1.84 -0.90
C -0.41 1.69 -2.28
C -1.57 1.11 -2.70
C -2.54 0.69 -1.76
C -3.77 0.11 -2.19
C -4.71 -0.28 -1.29
C -4.48 -0.10 0.09
C -3.31 0.44 0.53
C -2.30 0.85 -0.38
H -4.00 -0.59 4.80
H -2.44 -0.75 5.67
H -3.05 0.86 5.26
H -1.09 -0.62 1.66
H 1.54 0.42 2.79
H 1.01 -1.26 2.83
H 1.17 0.24 0.33
H 3.44 -0.23 1.29
H 2.93 -1.91 1.22
H 5.29 -1.06 -0.22
H 6.47 -1.15 -3.50
H 4.34 -1.03 -4.39
H 1.19 -0.92 -1.49
H -1.45 2.09 2.04
H 0.24 2.07 1.62
H 0.76 2.30 -0.57
H 0.33 2.02 -2.99
H -1.75 0.96 -3.76
H -3.93 -0.01 -3.26
H -5.64 -0.71 -1.64
H -5.24 -0.40 0.80
H -3.16 0.56 1.60
```

The lowest unoccupied orbital energy is 0.4 eV. The value obtained for the total energy is -33331.2237 eV. As for the energy above the lowest of the compared OMol25 structures with the same formula, charge and spin: 42.6 kcal per mole. The structure (SMILES) is COC(=O)[C@H](CNCc1cc(O)cc(C#N)c1)Cc1cccc2ccccc12. The value obtained for the frontier orbital gap is 8.67 eV. As for the multiplicity: 1. The molar mass is 374.44 g/mol.

---

> What is the energy above the lowest of the compared OMol25 structures with the same formula, charge and spin in the third record?

180.0 kcal per mole

---

What did the first record say?
DFT (wB97M-V/def2-TZVPD) results for an isolated molecule of C5H10O2 at a distorted geometry.

```
17
C5H10O2 wB97M-V/def2-TZVPD
C 1.03 -0.80 0.65
C -0.16 -1.26 -0.41
C 0.19 -0.90 -1.85
C -0.14 1.09 1.02
C -0.76 2.03 0.28
O 1.08 0.60 0.56
O -0.43 0.90 2.35
H -0.92 1.68 2.67
H 0.73 -1.17 1.63
H 2.00 -1.22 0.36
H -0.18 -2.35 -0.31
H -1.20 -0.98 -0.20
H -0.91 1.91 -0.79
H -1.20 2.92 0.70
H 1.26 -1.06 -2.05
H -0.02 0.15 -2.06
H -0.36 -1.53 -2.56
```

The lowest unoccupied orbital energy is 0.8 eV. The value obtained for the total energy is -9439.8811 eV. As for the energy above the lowest of the compared OMol25 structures with the same formula, charge and spin: 72.9 kcal per mole. The structure (SMILES) is C=C(O)OCCC. The value obtained for the frontier orbital gap is 9.39 eV. As for the multiplicity: 1. The molar mass is 102.13 g/mol.

---

> The lowest frontier orbital gap belongs to which entry?

C16H46N4O6Zn